No. 1
{"formula": "C5H7NO2", "method": "ωB97M-V/def2-TZVPD", "spin_multiplicity": 1, "charge": 0, "largest_force_ev_per_a": 7.23, "gap_ev": 9.48, "species": ["O", "O", "N", "C", "C", "C", "C", "C", "H", "H", "H", "H", "H", "H", "H"], "xyz": [[0.401429, -0.443984, -1.478963], [-1.343692, 0.938122, 0.468075], [-1.807949, 0.387170, -0.687319], [-0.959053, -0.321068, -1.414780], [1.519682, 0.795329, 0.597081], [0.095273, 0.383677, 0.709616], [0.806076, 0.689985, -0.577898], [-0.343342, -1.152449, 0.961153], [2.045251, 0.094491, 1.133570], [-1.462683, -0.747975, -2.187159], [-1.080625, -1.031707, -0.073695], [0.515820, -1.660735, 0.645445], [0.382232, 1.691730, -0.991332], [-0.927745, -1.441873, 1.969115], [2.159326, 1.819287, 0.927092]], "atomic_forces_ev_per_a": [[0.792, 1.863, 0.517], [1.835, 0.912, 1.178], [1.563, 0.082, -1.358], [-0.610, 2.760, 0.576], [3.433, 4.837, 4.141], [-4.146, -0.901, 0.083], [-4.087, -0.836, -3.733], [-2.074, 2.933, -0.840], [1.279, -2.191, 0.396], [-1.014, -1.498, -2.319], [1.540, -2.938, 4.343], [0.933, -1.726, 0.189], [1.051, -1.972, 0.474], [1.796, 0.987, -2.417], [-2.291, -2.312, -1.229]]}

No. 2
{"formula": "C26H24LiN3S2", "method": "ωB97M-V/def2-TZVPD", "spin_multiplicity": 1, "charge": 0, "largest_force_ev_per_a": 3.32, "gap_ev": 4.13, "species": ["S", "S", "N", "N", "N", "C", "C", "C", "C", "C", "C", "C", "C", "C", "C", "C", "C", "C", "C", "C", "C", "C", "C", "C", "C", "C", "C", "C", "C", "C", "C", "Li", "H", "H", "H", "H", "H", "H", "H", "H", "H", "H", "H", "H", "H", "H", "H", "H", "H", "H", "H", "H", "H", "H", "H", "H"], "xyz": [[-2.264907, 1.877229, -2.595145], [0.962693, 1.733229, -2.844445], [0.663393, -0.697071, -1.876545], [4.808293, 2.838829, 3.852755], [-2.074307, -0.715571, -2.323345], [-0.845507, 3.640429, 0.256755], [0.396593, 3.348529, 0.850155], [-3.445407, -1.036171, 0.373755], [3.878893, -1.083471, 2.159755], [-0.125807, -1.850171, -1.518845], [1.748893, 2.029829, 2.381255], [3.026893, -2.079071, 1.715455], [3.894493, 2.893729, 3.155055], [-1.397707, 0.455329, -2.399745], [-4.401207, -2.826871, -0.900845], [0.048593, 0.420729, -2.336845], [-4.653607, -3.524171, 0.268855], [2.644093, -0.874371, -0.337245], [-3.698107, -1.733371, 1.541555], [2.418493, -1.978171, 0.477655], [0.598193, 2.201829, 1.659355], [4.108193, 0.020829, 1.358155], [2.104693, -0.803171, -1.752045], [3.489693, 0.127029, 0.124655], [1.491093, 4.240429, 0.721155], [2.771493, 2.988729, 2.322055], [2.640593, 4.075629, 1.439655], [-3.799607, -1.577471, -0.856945], [-4.309007, -2.975971, 1.491455], [-3.503607, -0.813171, -2.121045], [-1.326107, -1.937871, -2.452345], [-0.518207, 3.211029, -1.764345], [2.853693, -2.956371, 2.323455], [-0.197307, 1.472929, 1.735055], [-1.059107, 4.689129, 0.081255], [-0.485207, -1.776071, -0.484345], [-3.432007, -1.302871, 2.495855], [-2.975907, -0.062171, 0.413255], [4.364193, -1.172971, 3.119055], [-4.510507, -3.519171, 2.403555], [3.453593, 4.783529, 1.346855], [-0.986307, -2.062871, -3.490245], [0.496693, -2.739471, -1.620745], [4.785593, 0.790929, 1.691955], [-4.680907, -3.253971, -1.853445], [-1.962307, -2.778971, -2.174145], [1.391193, 5.077729, 0.037255], [3.683193, 0.991329, -0.493645], [1.876293, 1.164529, 3.015955], [2.536193, 0.067129, -2.249745], [-5.127507, -4.492271, 0.224255], [-3.896507, 0.204729, -2.047545], [-1.699407, 3.068129, 0.593655], [-3.959407, -1.297571, -2.990945], [2.419193, -1.706971, -2.291945], [1.780393, -2.785571, 0.145555]], "atomic_forces_ev_per_a": [[0.430, -0.247, 0.131], [-0.145, -0.075, -0.025], [-0.986, 1.026, -0.415], [0.383, -0.122, 0.207], [0.967, 0.803, 0.026], [-0.157, -0.101, -0.527], [-0.312, 0.281, 0.331], [0.029, 0.024, -0.021], [0.006, 0.044, -0.050], [-0.701, -0.577, -0.040], [0.071, 0.240, -0.028], [-0.089, -0.168, 0.098], [0.419, -0.037, 0.303], [-3.307, 0.014, -0.279], [0.013, 0.082, -0.015], [3.097, -0.340, 0.131], [-0.085, -0.065, 0.053], [-0.017, 0.046, -0.006], [0.013, 0.101, 0.084], [-0.085, -0.081, -0.044], [0.151, -0.153, -0.114], [0.165, -0.042, 0.063], [0.734, 0.009, 0.005], [-0.046, -0.021, -0.168], [0.172, 0.028, -0.222], [-0.464, 0.048, -0.451], [0.001, -0.167, 0.134], [-0.038, -0.133, -0.068], [0.020, -0.120, 0.027], [-0.512, 0.186, -0.017], [0.655, -0.459, 0.235], [-0.086, 0.152, 0.175], [-0.033, -0.023, 0.048], [-0.112, -0.056, 0.047], [-0.030, 0.168, 0.012], [0.155, -0.069, -0.059], [0.039, 0.048, 0.050], [0.046, 0.109, 0.014], [0.067, 0.030, 0.099], [-0.011, -0.016, 0.049], [0.014, 0.047, 0.047], [-0.103, -0.072, 0.118], [-0.058, 0.046, 0.021], [0.015, 0.131, 0.044], [-0.033, -0.043, -0.121], [0.094, 0.075, -0.029], [0.011, 0.057, 0.107], [-0.022, 0.121, -0.071], [-0.030, -0.043, 0.087], [-0.037, -0.323, 0.061], [-0.051, -0.115, -0.002], [0.053, -0.285, -0.113], [-0.140, -0.059, 0.060], [-0.003, 0.036, 0.053], [-0.141, 0.134, -0.009], [0.017, -0.075, -0.028]]}

No. 3
{"formula": "CH4IPS2", "method": "ωB97M-V/def2-TZVPD", "spin_multiplicity": 1, "charge": 0, "largest_force_ev_per_a": 2.84, "gap_ev": 8.84, "species": ["I", "S", "S", "P", "C", "H", "H", "H", "H"], "xyz": [[3.221709, 0.190968, -0.161555], [0.496705, -1.733817, -0.456924], [0.082105, 1.192339, 0.406414], [-1.759527, 0.285610, -0.010508], [1.103425, 0.099261, -0.601910], [-2.418031, 1.544824, 0.166385], [-2.015507, -0.323091, 1.395098], [0.312177, -1.521124, 0.882849], [0.976947, 0.265029, -1.619850]], "atomic_forces_ev_per_a": [[-0.679, 0.258, -0.058], [0.709, 1.665, 0.936], [0.767, 0.125, 0.061], [-0.941, -0.330, 1.420], [-0.114, -2.437, 1.461], [-0.063, -0.400, 0.347], [0.122, 1.013, -1.831], [0.137, -0.538, -0.587], [0.062, 0.644, -1.749]]}

No. 4
{"formula": "C6H10ClN2O2", "method": "ωB97M-V/def2-TZVPD", "spin_multiplicity": 1, "charge": 1, "largest_force_ev_per_a": 3.87, "gap_ev": 8.58, "species": ["Cl", "O", "O", "N", "N", "C", "C", "C", "C", "C", "C", "H", "H", "H", "H", "H", "H", "H", "H", "H", "H"], "xyz": [[0.175545, -2.386221, -0.416644], [-1.587204, -0.383092, 0.810611], [1.408080, -0.152498, -1.169227], [1.757026, -0.938354, 0.852894], [1.275051, 1.111948, 1.830399], [0.674164, -0.691541, -0.179079], [0.865453, 0.090882, -2.513908], [-0.477672, 0.236180, 0.327546], [-2.883744, 0.025577, 0.587137], [0.231547, 1.279500, 1.114220], [1.904136, -0.070466, 1.792863], [-3.173548, 0.109877, -0.416853], [-3.482153, -0.697677, 0.999451], [-0.128790, 2.270168, 1.011643], [2.332375, -1.765090, 0.728927], [-0.886395, 0.704551, -0.663412], [-2.959078, 0.993903, 1.124114], [0.159445, 0.884268, -2.464855], [0.444812, -0.812922, -2.910051], [1.801348, 0.405566, -2.997617], [2.549602, -0.214560, 2.551841]], "atomic_forces_ev_per_a": [[-0.712, -0.069, -0.648], [2.303, -2.427, 1.718], [-0.217, 0.265, -0.769], [-0.903, 1.367, 0.193], [-0.704, 0.818, -0.617], [0.738, -1.456, 0.658], [1.668, -0.095, 1.084], [-0.880, 0.079, -3.773], [0.747, 3.205, 0.942], [-0.165, 0.398, 0.643], [-1.297, -0.553, -1.777], [0.018, 0.329, -1.810], [-1.470, -1.570, 1.292], [-0.395, 1.025, 0.226], [-0.047, 0.022, 0.148], [1.338, -0.104, 1.369], [-0.886, -0.403, -0.448], [-0.589, 0.665, -0.191], [-0.103, -0.421, -0.289], [-0.770, -0.153, -0.375], [2.327, -0.922, 2.424]]}